# 1
ORCA calculation (wB97M-V/def2-TZVPD) on C3H2N2O in the gas phase at a distorted geometry.

CARTESIAN COORDINATES (ANGSTROEM)
C -0.82017 -0.71082 0.50090
C 0.02753 0.23809 0.16532
C 1.36563 0.39217 -0.26624
N -2.07020 -0.24858 0.12095
N -1.92324 0.78568 -0.46471
O 2.34363 0.98704 0.21066
H -0.50417 -1.56766 1.00743
H 1.58098 0.12408 -1.27430

Values from the calculation:
2S+1 = 1
Electronic energy = -8164.5710 eV
LUMO energy (spin up / spin down) = -1.788 / -0.910 eV
HOMO level (spin up / spin down) = -9.59 / -9.88 eV
Energy above the lowest of the compared OMol25 structures with the same formula, charge and spin = 118.6 kcal per mole
Total charge = 0
Frontier orbital gap (spin up / spin down) = 7.81 / 8.97 eV

Here are the Mulliken charges for atoms 1 to 4, given in e:
1. C -0.15
2. C 0.17
3. C -0.03
4. N -0.03

# 2
ORCA calculation (wB97M-V/def2-TZVPD) on C3H2N2O2 in the gas phase at a distorted geometry.

CARTESIAN COORDINATES (ANGSTROEM)
O -2.48274 -0.01797 -0.96240
C -1.80346 0.17439 0.00908
C -0.33211 -0.25729 0.12140
N 0.47147 0.75773 0.14732
C 1.71462 0.21198 -0.00667
N 1.73641 -1.08522 0.08999
O 0.28019 -1.43102 0.08181
H -2.08837 0.83431 0.86198
H 2.53186 0.87089 -0.33903

Values from the calculation:
2S+1 = 1
Electronic energy = -10215.9236 eV
LUMO energy = -0.193 eV
SMILES = O=Cc1ncno1
HOMO level = -11.12 eV
Energy above the lowest of the compared OMol25 structures with the same formula, charge and spin = 52.2 kcal per mole
Total charge = 0
Frontier orbital gap = 10.93 eV

Here are the Mulliken charges for atoms 1 to 4, given in e:
1. O -0.40
2. C -0.02
3. C 0.68
4. N -0.48

# 3
ORCA calculation (wB97M-V/def2-TZVPD) on C3H2N2O2 in the gas phase at a distorted geometry.

CARTESIAN COORDINATES (ANGSTROEM)
O -1.23753 0.37718 -1.35678
C -1.49784 -0.30657 -0.41212
C 0.47384 1.86403 1.33025
N 0.93141 0.95880 0.72614
C 1.36597 -0.12453 0.00147
N 0.66755 -1.14852 -0.28619
O -0.62160 -1.09231 0.26770
H -2.47450 -0.41490 0.07703
H 2.39271 -0.11319 -0.34749

Values from the calculation:
2S+1 = 1
Electronic energy = -10215.0968 eV
LUMO energy = -0.243 eV
HOMO level = -11.24 eV
Energy above the lowest of the compared OMol25 structures with the same formula, charge and spin = 71.3 kcal per mole
Total charge = 0
Frontier orbital gap = 10.99 eV

Here are the Mulliken charges for atoms 1 to 4, given in e:
1. O -0.44
2. C 0.20
3. C -0.04
4. N -0.08

# 4
ORCA calculation (wB97M-V/def2-TZVPD) on C3H2N2O2 in the gas phase at a distorted geometry.

CARTESIAN COORDINATES (ANGSTROEM)
O -2.69201 -0.14861 0.33292
C -1.54278 -0.24849 -0.22761
N -0.80470 0.89784 -0.39513
C 0.47090 0.93009 0.06889
C 1.17700 -0.28881 0.09684
N 0.57515 -1.36388 0.02238
O -0.77129 -1.39931 -0.30927
H 1.19012 1.82672 -0.14041
H 2.39761 -0.20555 0.55139

Values from the calculation:
2S+1 = 1
Electronic energy = -10213.9390 eV
LUMO energy = -1.566 eV
SMILES = O=c1nccno1
HOMO level = -10.68 eV
Energy above the lowest of the compared OMol25 structures with the same formula, charge and spin = 98.0 kcal per mole
Total charge = 0
Frontier orbital gap = 9.11 eV

Here are the Mulliken charges for atoms 1 to 4, given in e:
1. O -0.51
2. C 0.63
3. N -0.36
4. C -0.04

# 5
ORCA calculation (wB97M-V/def2-TZVPD) on C3H2N2O2 in the gas phase at a distorted geometry.

CARTESIAN COORDINATES (ANGSTROEM)
H 1.61369 0.40117 -0.56023
N 1.50022 -0.49122 -0.08844
C 0.30870 -0.72946 0.17151
C -0.14357 -2.10096 0.71757
N 0.02640 -1.77651 1.83616
O -0.83836 0.03330 0.06243
C -0.80431 1.24244 -0.55551
O 0.16286 1.78151 -1.01064
H -1.82563 1.63973 -0.57285

Values from the calculation:
2S+1 = 1
Electronic energy = -10215.3855 eV
LUMO energy = -0.601 eV
SMILES = [H]/N=C(/C#N)OC=O
HOMO level = -11.13 eV
Energy above the lowest of the compared OMol25 structures with the same formula, charge and spin = 64.7 kcal per mole
Total charge = 0
Frontier orbital gap = 10.53 eV

Here are the Mulliken charges for atoms 1 to 4, given in e:
1. H 0.36
2. N -0.56
3. C 0.70
4. C -0.21

# 6
ORCA calculation (wB97M-V/def2-TZVPD) on C3H2N2O2 in the gas phase at a distorted geometry.

CARTESIAN COORDINATES (ANGSTROEM)
O -1.27520 0.19548 -1.37956
C -1.50171 -0.40017 -0.36853
C 0.47183 2.01434 1.15324
N 0.91495 1.05707 0.62401
C 1.36816 -0.08054 -0.00063
N 0.69567 -1.14571 -0.17836
O -0.59003 -1.07009 0.38462
H -2.47275 -0.50091 0.13342
H 2.38908 -0.06947 -0.36820

Values from the calculation:
2S+1 = 1
Electronic energy = -10215.1010 eV
LUMO energy = -0.242 eV
HOMO level = -11.24 eV
Energy above the lowest of the compared OMol25 structures with the same formula, charge and spin = 71.2 kcal per mole
Total charge = 0
Frontier orbital gap = 11.00 eV

Here are the Mulliken charges for atoms 1 to 4, given in e:
1. O -0.44
2. C 0.20
3. C -0.05
4. N -0.07

# 7
ORCA calculation (wB97M-V/def2-TZVPD) on a molecular structure, C3H2N2O2 at a distorted geometry.

CARTESIAN COORDINATES (ANGSTROEM)
N -1.43740 -0.73768 0.25411
C -0.16588 -0.30603 0.60023
O 0.72614 -0.66657 -0.30380
C 1.91199 0.08422 -0.11328
O 2.88052 -0.14247 -0.75020
C -1.87308 0.56903 0.18830
N -2.19940 1.67335 0.04996
H -1.59103 -1.33853 -0.56903
H 1.74813 0.86468 0.64371

Values from the calculation:
2S+1 = 1
Electronic energy = -10214.7526 eV
LUMO energy = -0.245 eV
HOMO level = -10.27 eV
Energy above the lowest of the compared OMol25 structures with the same formula, charge and spin = 79.2 kcal per mole
Total charge = 0
Frontier orbital gap = 10.03 eV

Here are the Mulliken charges for atoms 1 to 4, given in e:
1. N -0.16
2. C -0.18
3. O -0.23
4. C 0.25

# 8
ORCA calculation (wB97M-V/def2-TZVPD) on 2 unconnected molecules or ions with the total composition C3H2N2O2 at a distorted geometry.

CARTESIAN COORDINATES (ANGSTROEM)
C 1.49607 0.30276 2.14992
C -0.78263 0.50106 -0.67319
C -1.29976 -1.73154 0.15606
N -0.70368 -0.80912 -0.31428
N 0.32018 0.91764 -1.24879
O 1.14385 1.35897 2.32827
O -1.68690 -2.74420 0.57127
H 0.37007 1.87322 -1.56243
H 1.14280 0.33120 -1.40684

Values from the calculation:
2S+1 = 3
Electronic energy = -10214.0158 eV
LUMO energy (spin up / spin down) = 0.803 / -1.400 eV
HOMO level (spin up / spin down) = -5.97 / -10.51 eV
Energy above the lowest of the compared OMol25 structures with the same formula, charge and spin = 15.8 kcal per mole
Expectation value of S² = 2.011
Total charge = 0
Frontier orbital gap (spin up / spin down) = 6.77 / 9.11 eV

Here are the Mulliken charges for atoms 1 to 4, given in e:
1. C 0.12
2. C 0.07
3. C 0.52
4. N -0.22

# 9
ORCA calculation (wB97M-V/def2-TZVPD) on C3H2N2O3 in the gas phase at a distorted geometry.

CARTESIAN COORDINATES (ANGSTROEM)
O 2.20346 -1.11530 -0.10849
C 1.26620 -0.36385 0.01903
N 1.30844 0.98106 -0.20452
C 0.19038 1.62010 0.04724
N -1.18356 1.21452 0.02540
C -1.13537 -0.05706 0.00646
O -2.25818 -0.87528 -0.22326
O -0.12055 -0.94567 0.38130
H 0.44464 2.72867 0.41607
H -1.84380 -1.80281 0.00494

Values from the calculation:
2S+1 = 1
Electronic energy = -12264.5657 eV
LUMO energy = -0.856 eV
SMILES = O=c1ncnc(O)o1
HOMO level = -10.95 eV
Energy above the lowest of the compared OMol25 structures with the same formula, charge and spin = 55.7 kcal per mole
Total charge = 0
Frontier orbital gap = 10.10 eV

Here are the Mulliken charges for atoms 1 to 4, given in e:
1. O -0.45
2. C 0.49
3. N -0.38
4. C 0.16

# 10
ORCA calculation (wB97M-V/def2-TZVPD) on a gas-phase ion, C3H2N2O3P (charge -1) at a distorted geometry.

CARTESIAN COORDINATES (ANGSTROEM)
C -1.25148 -0.49914 0.37470
C -0.96664 0.76623 -0.13967
C 0.76874 -1.45770 -0.19378
N -0.49365 -1.51556 0.48931
N 1.11482 -0.27991 -0.69359
O 1.27011 1.28206 1.44890
O 1.38111 -2.49998 -0.32400
O 1.07030 2.33218 -0.90147
P 0.84422 1.21272 0.03684
H -2.23329 -0.58885 0.84214
H -1.50425 1.24796 -0.93937

Values from the calculation:
2S+1 = 1
Electronic energy = -21555.6756 eV
LUMO energy (spin up / spin down) = 1.841 / 1.696 eV
HOMO level (spin up / spin down) = -5.60 / -5.51 eV
Energy above the lowest of the compared OMol25 structures with the same formula, charge and spin = 12.8 kcal per mole
Total charge = -1
Frontier orbital gap (spin up / spin down) = 7.44 / 7.20 eV

Here are the Mulliken charges for atoms 1 to 4, given in e:
1. C 0.20
2. C -0.53
3. C 0.55
4. N -0.53

# 11
ORCA calculation (wB97M-V/def2-TZVPD) on C3H2N2OS in the gas phase at a distorted geometry.

CARTESIAN COORDINATES (ANGSTROEM)
S -0.38874 -1.64814 -1.81581
C -0.62761 -0.09079 -1.18068
C -0.01134 0.41101 0.01511
C 0.33079 -0.44303 1.05848
O 0.63950 0.34866 2.01465
N 0.52863 1.81185 1.52775
N 0.03130 1.77291 0.48439
H -1.53913 0.56780 -1.83692
H 0.57243 -1.34334 1.33019

Values from the calculation:
2S+1 = 1
Electronic energy = -19001.7883 eV
LUMO energy = -0.996 eV
SMILES = S=Cc1conn1
HOMO level = -8.98 eV
Energy above the lowest of the compared OMol25 structures with the same formula, charge and spin = 86.8 kcal per mole
Total charge = 0
Frontier orbital gap = 7.98 eV

Here are the Mulliken charges for atoms 1 to 4, given in e:
1. S -0.21
2. C -0.34
3. C 0.07
4. C 0.15

# 12
ORCA calculation (wB97M-V/def2-TZVPD) on C3H2N2OS in the gas phase at a distorted geometry.

CARTESIAN COORDINATES (ANGSTROEM)
C 0.85411 -0.55672 0.51346
C 0.78071 0.73303 0.16363
C -0.10167 -1.38772 -0.18164
N -0.77571 -2.10181 -0.79731
N -0.09459 1.13738 -0.84268
O -2.14064 0.46186 0.33096
S -1.60486 0.88358 -0.94397
H 1.68820 -0.64387 1.11590
H 1.39445 1.47427 0.64166

Values from the calculation:
2S+1 = 1
Electronic energy = -19003.6480 eV
LUMO energy = -1.201 eV
HOMO level = -9.99 eV
Energy above the lowest of the compared OMol25 structures with the same formula, charge and spin = 43.9 kcal per mole
Total charge = 0
Frontier orbital gap = 8.79 eV

Here are the Mulliken charges for atoms 1 to 4, given in e:
1. C -0.19
2. C -0.09
3. C 0.18
4. N -0.44